Here is a cluster of 3 separate species, C9H20F5O8S4 in total in a non-equilibrium geometry from the OMol25 dataset. Energies are from ωB97M-V/def2-TZVPD.

Summary:
E_HOMO in eV: -12.5
Kohn-Sham gap in eV: 6.23
Multiplicity: 1
Net charge: +1

Last column: Mulliken charge in e.
Geometry (Å):
C 2.352696 -3.047294 3.655899  -0.441
S 2.184314 -1.926930 5.104058  -0.017
S 0.473487 -0.693660 4.720794  1.077
O 0.069566 -0.198043 5.978372  -0.528
O -0.533991 -1.506556 4.147838  -0.487
C 0.894379 0.807942 3.671686  0.560
F -0.219102 1.105616 3.048129  -0.132
F 1.168558 1.827211 4.417793  -0.197
C 1.975510 0.587422 2.574598  0.623
F 1.524721 -0.232798 1.651106  -0.175
F 3.145818 0.222899 3.058719  -0.225
F 2.141710 1.747872 1.983336  -0.230
H 2.199988 -2.424068 2.765821  0.068
H 3.317812 -3.557890 3.662126  0.371
H 1.493167 -3.726930 3.694178  0.366
H 1.894493 -2.717303 6.186531  0.376
O -5.041021 1.346495 -0.999102  -0.633
S -4.379596 2.454128 -0.383602  1.191
O -3.659154 3.411543 -1.160990  -0.606
O -3.417030 1.898735 0.772558  -0.247
C -2.437420 0.914672 0.411600  -0.321
C -1.280938 1.515837 -0.366777  -0.794
C -5.514347 3.312065 0.655689  -0.934
H -2.906842 0.099488 -0.143323  0.359
H -2.061852 0.494355 1.344816  0.132
H -1.607604 1.889146 -1.335801  0.420
H -0.504001 0.768979 -0.542410  0.180
H -0.850222 2.359540 0.175862  0.245
H -6.041878 2.592333 1.276157  0.317
H -6.213308 3.836236 0.007054  0.377
H -4.964021 4.026065 1.263496  0.316
O 1.322540 0.455184 -2.813572  -0.566
S 2.268044 -0.533878 -3.232324  1.169
O 3.376478 -0.194529 -4.063774  -0.606
O 1.483667 -1.759182 -3.879245  -0.270
C 0.592630 -1.490488 -4.982867  -0.314
C 1.341648 -1.199718 -6.268637  -1.013
C 2.881373 -1.389263 -1.815975  -0.988
H -0.086923 -0.675325 -4.727160  0.308
H -0.012102 -2.386856 -5.110870  0.280
H 1.909281 -0.272595 -6.195482  0.314
H 0.644844 -1.101523 -7.101175  0.388
H 2.051285 -1.997838 -6.488549  0.269
H 2.042605 -1.682597 -1.188672  0.255
H 3.533975 -0.701462 -1.280875  0.380
H 3.446763 -2.257039 -2.147031  0.384

Cartesian forces (eV/Å) of the 6 atoms listed first:
C -1.342 -0.120 0.088
S 2.570 -0.187 -0.329
S -4.151 -0.562 1.792
O 1.454 0.969 1.167
O 0.810 -0.639 -2.027
C 0.698 0.403 -1.646



Here is an isolated molecule of C2HNO3 in a non-equilibrium geometry from the OMol25 dataset. Energies are from ωB97M-V/def2-TZVPD.

Summary:
Energy above the lowest of the compared OMol25 structures with the same formula, charge and spin in eV: 2.906
E_HOMO in eV: -10.9
Kohn-Sham gap in eV: 11.05
Multiplicity: 1
SMILES: O=C=NOC=O
Net charge: 0

Last column: Mulliken charge in e.
Geometry (Å):
C -0.149369 0.697201 0.000317  0.274
C 3.481364 0.109115 -0.000723  0.631
N 2.385626 0.628886 -0.025717  -0.363
O 4.610965 -0.115245 0.017370  -0.355
O 1.070834 0.113548 -0.016904  -0.037
O -0.626543 1.790068 0.010050  -0.405
H -0.769768 -0.225586 0.001222  0.256

Cartesian forces (eV/Å) of the 6 atoms listed first:
C -1.785 0.511 0.008
C -1.646 0.189 0.014
N -1.682 1.793 -0.027
O 1.027 -0.533 0.010
O 2.250 -1.761 0.006
O 1.666 -0.500 -0.011



Here is a cluster of 4 separate species, C36H52BBr2F24I2O5 in total in a non-equilibrium geometry from the OMol25 dataset. Energies are from ωB97M-V/def2-TZVPD.

Summary:
E_HOMO in eV: -4.2
Kohn-Sham gap in eV: 5.76
Multiplicity: 1
Net charge: -1

Last column: Mulliken charge in e.
Geometry (Å):
C -8.367561 5.273242 -5.247280  -0.944
C -6.928051 4.844455 -5.978773  -0.399
C -6.934969 3.173350 -5.989719  -0.484
C -5.522915 2.659244 -5.323058  -0.542
C -5.219206 1.140510 -5.895657  -0.455
C -3.685505 0.628237 -5.624043  -0.448
C -3.154750 0.929357 -4.099282  -0.213
C -1.575263 0.536126 -3.889848  -0.706
C -1.382915 -1.083593 -3.575121  -0.168
C -1.805497 -1.473823 -2.004539  0.165
C -0.426923 -1.595142 -1.065085  -0.364
C -0.088428 -3.168070 -0.810495  -0.538
B -0.345987 -3.728702 0.732446  1.131
C -2.024901 -3.868982 0.779727  -1.426
O -2.511853 -4.994760 -0.088218  0.260
C -3.608701 -5.695379 0.659186  0.514
C -4.993618 -4.978043 1.170260  -0.807
O -3.466453 -7.023085 0.905378  -0.652
C 0.047461 -2.712790 1.936971  -0.287
Br -1.450742 -1.467662 2.547537  -0.210
C 1.352059 -1.771804 1.795107  0.096
C 1.862393 -1.444789 3.356844  -0.734
Br 2.935981 -2.461886 0.832800  -0.166
C 0.160494 -5.297259 0.955854  -0.933
I 0.545539 -6.378848 -0.959186  0.023
C 1.520971 -5.531524 1.793779  -0.153
C 1.256007 -6.825096 2.821790  -0.894
I 3.132125 -6.258151 0.428914  -0.202
H -8.467324 4.669876 -4.239653  0.262
H -8.407737 6.441377 -5.074168  0.296
H -9.225078 4.896525 -5.950401  0.248
H -6.873725 5.197040 -7.103500  0.234
H -5.995832 5.263731 -5.392329  0.292
H -6.997347 2.750747 -7.099532  0.266
H -7.812815 2.774458 -5.317835  0.274
H -4.605804 3.358266 -5.582703  0.311
H -5.629250 2.559944 -4.153434  0.173
H -5.991485 0.383700 -5.421738  0.173
H -5.394145 1.148060 -7.072999  0.315
H -3.688737 -0.551819 -5.801672  0.057
H -2.955081 1.058925 -6.453936  0.280
H -3.269565 2.071511 -3.783101  0.225
H -3.784137 0.291197 -3.335024  0.156
H -0.995695 0.734898 -4.900199  0.328
H -1.044336 1.187391 -3.044348  0.248
H -2.039703 -1.770287 -4.283713  -0.324
H -0.266049 -1.330561 -3.822937  0.479
H -2.398558 -0.521164 -1.612675  0.236
H -2.487739 -2.422250 -1.940716  -0.366
H -0.459623 -0.902227 -0.133558  0.017
H 0.439506 -1.167705 -1.766811  0.262
H 1.012585 -3.357482 -1.200213  0.297
H -0.790258 -3.743169 -1.589177  0.012
H -2.425740 -4.126705 1.847312  0.463
H -2.552745 -2.917350 0.287571  -0.132
H -5.833833 -5.244249 0.371781  0.222
H -4.867305 -3.805395 1.124345  0.239
H -5.326260 -5.349960 2.254786  0.305
H 0.211694 -3.378964 2.916213  0.315
H 1.113823 -0.689053 1.351088  0.369
H 1.756211 -2.364729 4.071721  0.221
H 3.003622 -1.126325 3.265861  0.094
H 1.276881 -0.487173 3.687114  0.279
H -0.684549 -5.954250 1.485983  0.223
H 1.908728 -4.672563 2.472507  0.242
H 2.173236 -6.942014 3.541044  0.324
H 1.256738 -7.775778 2.103770  0.252
H 0.227318 -6.661114 3.354621  0.302
C 4.278898 2.714373 6.385006  -0.750
C 4.740238 4.055902 5.793443  1.009
C 3.910132 4.558609 4.618044  0.042
F 3.947079 3.713580 3.563401  -0.198
F 4.390299 5.749056 4.167712  -0.251
F 6.058193 3.971579 5.469779  -0.268
F 4.664678 4.986719 6.796768  -0.360
O 4.988198 1.555300 5.940033  -0.430
C 4.526094 0.988606 4.714988  0.790
C 5.582957 1.035527 3.604229  0.185
F 5.964881 2.309955 3.332774  -0.191
F 5.097478 0.521996 2.442829  -0.223
F 3.360514 1.579798 4.360118  -0.243
F 4.216811 -0.305273 4.999911  -0.303
H 4.488998 2.762646 7.459898  0.405
H 3.192930 2.580319 6.325635  0.331
H 2.865560 4.712312 4.906499  0.297
H 6.475045 0.469625 3.885669  0.228
C -4.811042 -5.690214 -2.805314  -0.531
C -3.798452 -5.816203 -3.954777  0.848
C -3.476972 -4.510826 -4.673107  0.903
F -4.565058 -3.966566 -5.262650  -0.231
F -2.572357 -4.721890 -5.666911  -0.310
F -4.227242 -6.768742 -4.825229  -0.330
F -2.635711 -6.303402 -3.416759  -0.250
O -6.164154 -6.027592 -3.121263  -0.467
C -6.936776 -4.977430 -3.700600  0.794
C -7.402401 -5.300926 -5.125903  0.175
F -6.350862 -5.524052 -5.955483  -0.207
F -8.103113 -4.265642 -5.660173  -0.262
F -6.243825 -3.816530 -3.622201  -0.250
F -8.017447 -4.822676 -2.888712  -0.304
H -4.517276 -6.431328 -2.052775  0.384
H -4.737476 -4.729098 -2.284098  0.299
H -3.046665 -3.775179 -3.986363  -0.458
H -8.036971 -6.191092 -5.140085  0.227
C 9.946280 8.260646 6.085957  -0.722
C 11.010725 7.405232 5.380478  0.893
C 11.284523 7.788052 3.930706  0.088
F 10.191551 7.650286 3.147033  -0.190
F 12.239866 6.981211 3.395119  -0.282
F 10.674338 6.092474 5.491768  -0.257
F 12.176937 7.549244 6.086170  -0.339
O 8.629272 7.706277 6.138123  -0.381
C 7.820978 7.941238 4.986224  0.669
C 7.433814 6.646959 4.259664  0.909
F 8.529685 5.962280 3.842525  -0.256
F 6.696271 6.909799 3.148269  -0.267
F 8.441115 8.834586 4.179143  -0.284
F 6.700769 8.564556 5.441821  -0.288
H 10.251786 8.328621 7.136628  0.411
H 9.942151 9.299049 5.735919  0.316
H 11.642622 8.819415 3.853141  0.273
H 6.853459 5.988338 4.911341  -0.329

Cartesian forces (eV/Å) of the 6 atoms listed first:
C 0.891 -0.108 -0.581
C -1.145 -0.944 0.111
C 1.400 0.671 0.400
C -0.209 -1.394 -0.388
C 0.275 0.262 -0.202
C -0.184 -0.699 -0.011



Here is an isolated molecule of C4H7N3 in a non-equilibrium geometry from the OMol25 dataset. Energies are from ωB97M-V/def2-TZVPD.

Summary:
Energy above the lowest of the compared OMol25 structures with the same formula, charge and spin in eV: 5.281
E_HOMO in eV: -7.8
Kohn-Sham gap in eV: 8.91
Multiplicity: 1
Net charge: 0

Last column: Mulliken charge in e.
Geometry (Å):
C -1.173614 0.570283 1.914206  -0.836
N -0.335424 0.962620 0.781481  -0.287
C 0.264131 -0.034117 0.063751  0.155
N -0.069427 0.869108 -2.267051  -0.729
N 0.752955 -0.022514 -2.280186  0.320
C 1.281435 -0.592194 -0.997936  -0.451
C 0.427014 -1.322173 -0.077160  -0.392
H -0.602078 -0.107115 2.553932  0.283
H -1.443914 1.450370 2.510117  0.312
H -2.103939 0.061669 1.618259  0.296
H -0.717527 1.712119 0.213383  0.315
H 1.161469 -0.380825 -3.162662  0.255
H 2.355253 -0.863810 -1.137760  0.350
H 0.261606 -2.303012 0.316292  0.409

Cartesian forces (eV/Å) of the 6 atoms listed first:
C 0.043 -0.103 0.051
N 0.416 -0.099 -0.147
C 0.566 -0.400 0.258
N 0.239 -0.410 -0.618
N -0.619 0.272 -0.261
C -0.272 0.585 0.401



Here is an isolated molecule of C4H8N8 in a non-equilibrium geometry from the OMol25 dataset. Energies are from ωB97M-V/def2-TZVPD.

Summary:
Energy above the lowest of the compared OMol25 structures with the same formula, charge and spin in eV: 3.196
E_HOMO in eV: -9.1
Kohn-Sham gap in eV: 9.85
Multiplicity: 1
SMILES: Cc1nnn(N2NN=N[C@@H]2C)n1
Net charge: 0

Last column: Mulliken charge in e.
Geometry (Å):
C -2.250078 -0.924581 -0.163660  0.570
C 1.993191 0.044281 -0.463331  0.337
C -3.478606 -0.224243 -0.695845  -0.771
C 2.782701 0.854719 0.556616  -1.168
N -2.107453 -2.218189 -0.001649  -0.552
N -1.113094 -0.248692 0.038370  -0.915
N -0.861649 -2.456169 0.303275  -0.513
N 2.794730 -0.955796 -0.972874  -0.172
N 2.750826 -2.053655 -0.469773  -0.333
N -0.280864 -1.261428 0.303634  1.270
N 1.868746 -2.155457 0.498583  -0.017
N 0.995354 -1.013468 0.653050  -0.301
H 1.349412 0.591678 -1.112331  0.412
H -4.269733 -0.093385 -0.056612  0.256
H -2.968274 0.743838 -0.922311  0.284
H -3.890965 -0.735027 -1.559347  0.254
H 3.356990 1.520931 0.014263  0.393
H 3.488243 0.358216 1.383233  0.255
H 2.108749 1.305453 1.272545  0.362
H 1.330342 -2.975545 0.594895  0.349

Cartesian forces (eV/Å) of the 6 atoms listed first:
C -0.875 0.926 -0.326
C -0.472 -2.191 4.252
C 3.277 0.435 -1.208
C -0.157 -1.672 2.884
N -0.462 -1.442 0.090
N 0.709 -1.088 0.060



Here is a structure of composition C13H10F5NW in a non-equilibrium geometry from the OMol25 dataset. Energies are from ωB97M-V/def2-TZVPD.

Summary:
<S²>: 2.0215
E_HOMO (spin up / spin down) in eV: -7.1 / -8.8
Kohn-Sham gap (spin up / spin down) in eV: 6.65 / 7.34
Multiplicity: 3
Net charge: 0

Last column: Mulliken spin population.
Geometry (Å):
C 1.728792 0.462556 -2.330041  0.050
C 0.553956 -0.239392 -2.783055  0.065
C 0.469696 -1.470703 -2.094651  -0.004
C 1.522621 -1.546223 -1.165010  0.092
C 2.322810 -0.358575 -1.289081  0.058
W 0.545685 0.930755 -0.512984  1.193
N 2.028071 1.418386 0.519550  -0.037
C -0.709499 2.388877 -1.186168  0.107
C -1.325263 1.284482 -1.889130  0.357
H -0.236889 -2.275750 -2.317644  -0.004
H -0.020086 0.023776 -3.674088  -0.002
H 1.783688 -2.411016 -0.574007  -0.002
H 3.307382 -0.226084 -0.864239  -0.005
H 2.206102 1.302701 -2.823316  0.006
H -1.357246 1.334674 -2.989634  -0.010
H -1.159891 2.770223 -0.257618  0.036
H 2.086818 2.397128 0.839380  0.011
H -2.321659 0.972780 -1.550067  0.000
H -0.106561 3.154214 -1.694375  0.024
F -2.712176 0.473490 0.760063  -0.003
C -1.761167 -0.074418 1.560855  -0.095
C -0.430934 -0.209280 1.121130  0.136
C 0.322954 -1.054596 1.951115  0.007
F 1.578809 -1.450463 1.615453  -0.001
C -0.128197 -1.573531 3.172458  0.000
F 0.695359 -2.331365 3.919310  0.000
C -1.396234 -1.279945 3.645921  0.004
F -1.802758 -1.659123 4.873387  0.000
C -2.220046 -0.536039 2.801423  0.017
F -3.464138 -0.217540 3.215061  0.001

Cartesian forces (eV/Å) of the 6 atoms listed first:
C 0.412 -0.717 -0.071
C 0.652 -0.598 -0.691
C -0.541 0.597 -0.191
C 1.274 1.220 -0.239
C 0.104 -1.707 -1.851
W 3.888 -4.837 2.715



Here is an isolated molecule of C3H8N2O2 in a non-equilibrium geometry from the OMol25 dataset. Energies are from ωB97M-V/def2-TZVPD.

Summary:
Energy above the lowest of the compared OMol25 structures with the same formula, charge and spin in eV: 1.215
E_HOMO in eV: -8.9
Kohn-Sham gap in eV: 9.56
Multiplicity: 1
SMILES: NC(=O)CNCO
Net charge: 0

Last column: Mulliken charge in e.
Geometry (Å):
O -0.821765 1.935873 -0.901840  -0.610
C 0.082254 1.177387 -1.127358  0.422
N 0.990625 1.386848 -2.119737  -0.382
C 0.290728 -0.073894 -0.291663  -0.521
N -0.892502 -0.479670 0.365955  -0.356
C -0.851431 -0.955956 1.716339  -0.270
O 0.202528 -1.884492 1.950095  -0.501
H 0.889993 2.228097 -2.648516  0.244
H 1.757415 0.740831 -2.161566  0.197
H 0.711193 -0.831469 -0.926324  0.288
H 1.097727 0.232740 0.374398  0.355
H -1.674697 0.147521 0.244569  0.260
H -0.713621 -0.128503 2.426998  0.311
H -1.774319 -1.492671 1.937014  0.259
H 0.705872 -2.002642 1.161636  0.305

Cartesian forces (eV/Å) of the 6 atoms listed first:
O -0.871 0.643 0.106
C 0.215 -0.272 -0.276
N -0.400 -0.758 0.899
C 0.523 1.049 -0.009
N -0.975 -0.831 -0.144
C 0.594 -0.147 0.415



Here is a cluster of 2 separate species, C10H11IN3O in total in a non-equilibrium geometry from the OMol25 dataset. Energies are from ωB97M-V/def2-TZVPD.

Summary:
Energy above the lowest of the compared OMol25 structures with the same formula, charge and spin in eV: 3.834
E_HOMO (spin up / spin down) in eV: -12.0 / -11.8
Kohn-Sham gap (spin up / spin down) in eV: 6.99 / 7.36
Multiplicity: 1
Net charge: +1

Last column: Mulliken charge in e.
Geometry (Å):
C 0.578021 3.311055 1.260942  -0.458
C 0.019325 2.936239 0.053792  -0.658
C 1.064499 2.394736 2.229472  -0.458
C -0.320786 1.577708 -0.114890  0.044
C 0.721738 1.085835 1.968914  -0.218
C -0.013370 0.756696 0.923854  0.226
C -0.247702 -1.432058 0.750118  0.938
C -0.727495 -1.506831 -1.509608  0.426
C -1.664014 -1.462896 0.514099  -0.617
C 1.684220 -1.672769 -0.762113  -0.873
N 0.304299 -1.439590 -0.662518  0.112
N -1.906107 -1.600079 -0.829881  -0.055
N -0.663396 -1.639390 -2.849700  -0.459
O 0.485849 -1.688254 1.693350  -0.656
I -3.196661 -1.186740 1.938432  0.250
H 0.915409 4.305366 1.453696  0.384
H -0.482928 3.680826 -0.653606  0.281
H 1.572253 2.585308 3.188786  0.377
H -0.990094 1.293880 -0.937820  0.288
H 0.902624 0.263659 2.707638  0.340
H 2.246420 -0.829957 -0.392763  0.281
H 1.877794 -2.484130 -0.011449  0.341
H 2.028440 -2.065648 -1.799820  0.371
H -2.876196 -1.732894 -1.242492  0.318
H 0.213910 -1.619097 -3.411241  0.218
H -1.526052 -1.830975 -3.505194  0.257

Cartesian forces (eV/Å) of the 6 atoms listed first:
C 2.349 0.162 1.021
C -1.949 0.226 -0.341
C -1.086 0.127 -0.964
C -1.087 0.457 -0.528
C 0.694 -2.349 3.437
C -1.097 0.176 -2.669